# 1
18
Properties=species:S:1:pos:R:3 method="wB97M-V/def2-TZVPD" smiles="C/C=C/NC=O.C" relative_energy_ev=1.111
C -2.2506 -0.3354 -1.2933
C -1.2828 -0.8408 -0.2617
C 0.0369 -0.7497 -0.4077
C 0.5117 2.0201 0.8773
N 0.9710 -1.2329 0.5170
C 2.3176 -1.0445 0.3860
O 2.8427 -0.3995 -0.4970
H -1.7927 0.4367 -1.9212
H -2.5778 -1.1507 -1.9497
H -3.1465 0.0943 -0.8331
H -0.3202 1.3697 0.6120
H -1.6970 -1.2966 0.6387
H 0.5011 -0.2445 -1.2504
H 0.2602 3.0474 0.6069
H 0.6948 1.9414 1.9526
H 1.4042 1.6991 0.3301
H 0.6384 -1.7565 1.3121
H 2.8890 -1.5577 1.1814

# 2
18
Properties=species:S:1:pos:R:3 method="wB97M-V/def2-TZVPD" smiles="CC(C)CNC=O" relative_energy_ev=0.673
O 0.6745 -1.1582 2.2798
C 1.1081 -1.6683 1.2729
N 1.2181 -1.0867 0.0457
C 1.0547 0.3675 -0.0509
C -0.3566 0.7889 -0.4769
C -0.9970 -0.1140 -1.5008
C -1.2152 1.1919 0.7315
H 1.6635 -2.6276 1.3275
H 1.6788 -1.6758 -0.6238
H 1.8064 0.7651 -0.7351
H 1.3180 0.7621 0.9295
H -0.2037 1.7732 -0.9466
H -1.3381 -1.0527 -1.0602
H -0.2539 -0.3941 -2.2556
H -1.8163 0.3406 -2.0515
H -2.2299 1.5204 0.4971
H -1.4074 0.2971 1.3331
H -0.7038 1.9706 1.2845

# 3
18
Properties=species:S:1:pos:R:3 method="wB97M-V/def2-TZVPD" smiles="C/C=C/C=C/N.O" relative_energy_ev=2.160
N -0.6352 0.4455 -2.1027
C -0.5869 -0.0008 -0.7928
C 0.3484 0.3730 0.0958
C 0.1515 0.2588 1.5023
C 1.1298 0.2330 2.4275
C 0.9762 0.3415 3.9127
H -1.3640 0.0765 -2.6814
H 0.1983 0.6590 -2.6250
H -1.4152 -0.6251 -0.4720
H 1.2937 0.7732 -0.2475
H -0.8474 0.1058 1.9489
H 2.1438 0.2058 2.0377
H -0.0533 0.5887 4.2035
H 1.2230 -0.5549 4.5024
H 1.5805 1.1659 4.2977
H -1.9399 -0.8888 -4.9325
H -0.9406 -1.6200 -5.9846
O -1.2628 -1.5370 -5.0900

# 4
18
Properties=species:S:1:pos:R:3 method="wB97M-V/def2-TZVPD" relative_energy_ev=5.420
C -0.6248 0.0405 -1.8121
C -1.1972 -0.9659 1.5653
C 1.0489 -1.0391 0.7743
N -0.2283 -0.3657 0.6785
C 0.1934 1.0753 -1.4232
C -0.0466 1.7173 -0.2065
O 1.4258 1.1612 -2.0505
H 1.9297 1.8864 -1.6641
H -1.6406 -0.0132 -1.4606
H -0.3346 -0.6089 -2.6274
H 0.9692 -2.1128 0.5426
H -1.3364 -2.0403 1.3632
H -0.8801 -0.8951 2.6187
H -2.1662 -0.4695 1.4644
H 1.4631 -0.9702 1.7930
H 1.7659 -0.5974 0.0795
H 0.7229 2.3348 0.2461
H -1.0641 1.8628 0.1190